No. 1
One molecule with the formula C5H6BrP in a non-equilibrium geometry. Source: the Open Molecules 2025 dataset; level of theory: ωB97M-V with the def2-TZVPD basis set.

The geometry in ORCA input format:
```
! RIJCOSX wB97M-V def2-TZVPD def2/J DEFGRID3
* xyz 0 3
H -1.181 -0.251 -0.981
H 1.267 2.215 0.449
P 0.475 -2.826 -0.548
H 2.230 -0.080 0.663
Br -3.054 -0.427 0.792
C -0.736 1.388 0.249
H 1.913 0.278 -0.952
C 0.625 1.338 0.275
C -1.539 0.371 -0.242
H -1.065 2.378 0.766
H -0.822 -3.296 -0.136
C 1.317 0.075 -0.010
C 0.571 -1.163 -0.325
*
```

Computed properties:
energy: -3109.250314 hartree
E_LUMO (spin up / spin down): -0.197 / -1.273 eV



No. 2
C5H6CeCl2N2NdO4 as an isolated structure in a non-equilibrium geometry. Source: the Open Molecules 2025 dataset; level of theory: ωB97M-V with the def2-TZVPD basis set.

The geometry in ORCA input format:
```
! RIJCOSX wB97M-V def2-TZVPD def2/J DEFGRID3
* xyz 4 5
C 1.072 -0.717 1.749
C 0.580 -0.947 -5.544
O -1.200 0.780 1.534
Cl -1.291 3.015 -1.663
N -0.102 -0.903 2.629
H 1.834 -1.373 2.148
C 1.865 2.546 0.118
C 0.163 0.281 -3.396
N -2.282 -0.304 3.240
H -3.096 0.287 3.062
H 0.851 -1.024 0.708
Ce 0.032 1.320 -0.274
Nd -1.386 -1.202 -4.353
H -2.255 -0.935 4.048
O 1.037 0.938 -2.889
O 2.665 3.386 -0.037
H 1.453 0.328 1.798
Cl -0.380 -2.972 -2.820
H -0.065 -1.527 3.424
O 1.678 -0.861 -5.943
C -1.175 -0.118 2.462
*
```

Computed properties:
energy: -2559.868263 hartree
E_LUMO (spin up / spin down): -17.755 / -17.736 eV



No. 3
One molecule with the formula C5H6Cl2 in a non-equilibrium geometry. Source: the Open Molecules 2025 dataset; level of theory: ωB97M-V with the def2-TZVPD basis set.

The geometry in ORCA input format:
```
! RIJCOSX wB97M-V def2-TZVPD def2/J DEFGRID3
* xyz 0 1
H -0.362 2.449 -0.104
Cl 2.073 -1.362 -0.867
H 1.288 2.133 0.726
C -0.730 -1.522 0.120
H 1.086 -0.892 1.324
C 0.139 0.452 0.065
Cl -2.907 0.286 -0.573
C -1.293 -0.174 -0.385
H 1.290 1.896 -0.996
H -0.882 -2.306 -0.670
C 0.586 1.903 -0.040
H -0.992 -1.987 1.092
C 0.705 -0.874 0.309
*
```

Computed properties:
energy: -1114.381713 hartree
SMILES string: CC1=C(Cl)C[C@H]1Cl
E_LUMO: 0.131 eV



No. 4
One molecule with the formula C5H6Cl2N2O3 in a non-equilibrium geometry. Source: the Open Molecules 2025 dataset; level of theory: ωB97M-V with the def2-TZVPD basis set.

The geometry in ORCA input format:
```
! RIJCOSX wB97M-V def2-TZVPD def2/J DEFGRID3
* xyz 0 1
H 0.661 -1.390 1.170
H -2.633 -2.831 -0.717
H 1.607 0.838 0.349
C 0.589 1.105 0.522
Cl -2.432 1.752 -0.621
Cl -2.170 0.296 1.786
H 0.457 1.998 0.095
H 0.401 1.248 1.605
N -1.952 -2.130 -0.482
C -0.676 -2.338 0.132
N -0.012 -1.223 0.466
O -0.083 -0.045 -1.580
C -0.106 -0.016 -0.249
O -3.633 -0.761 -1.150
O -0.314 -3.442 0.426
H -0.358 0.689 -2.139
C -1.899 0.259 0.087
C -2.589 -0.959 -0.564
*
```

Computed properties:
energy: -1449.743872 hartree
SMILES string: C[C@@]1(O)NC(=O)NC(=O)C1(Cl)Cl
E_LUMO: 0.408 eV



No. 5
One molecule with the formula C5H6Cl2N4O2 in a non-equilibrium geometry. Source: the Open Molecules 2025 dataset; level of theory: ωB97M-V with the def2-TZVPD basis set.

The geometry in ORCA input format:
```
! RIJCOSX wB97M-V def2-TZVPD def2/J DEFGRID3
* xyz 0 1
H -0.556 1.795 -1.733
H -2.226 1.143 2.026
O 2.088 1.799 0.619
C -1.841 -0.745 0.913
N -0.182 0.864 -1.669
H 1.769 -1.759 -1.200
Cl 1.220 -1.292 1.815
H 0.295 -2.592 -1.016
C -1.486 0.636 1.310
C 0.377 0.436 -0.152
O 2.487 0.276 -0.857
H -0.289 2.260 0.853
C -0.500 1.299 0.694
H 0.488 0.754 -2.404
C 0.192 -1.115 0.102
Cl -3.308 -1.357 1.451
N 0.793 -1.734 -0.955
N -1.061 -1.567 0.329
N 1.742 0.898 -0.127
*
```

Computed properties:
energy: -1483.861108 hartree
SMILES string: N[C@]1(Cl)N=C(Cl)C=C[C@@]1(N)[N+](=O)[O-]
E_LUMO: -0.999 eV



No. 6
One molecule with the formula C5H6Cl2O. Source: the Open Molecules 2025 dataset; level of theory: ωB97M-V with the def2-TZVPD basis set.

The geometry in ORCA input format:
```
! RIJCOSX wB97M-V def2-TZVPD def2/J DEFGRID3
* xyz 0 1
Cl -2.685 -1.026 -0.193
Cl 2.620 -0.748 -0.875
H 2.142 -1.881 1.134
C -1.292 -0.314 -1.078
H -0.517 -1.047 -1.070
H 0.429 -0.558 2.089
C 0.194 0.997 0.595
O 0.442 1.401 -0.741
H 0.155 1.832 1.334
C 1.794 -1.005 0.614
C -0.874 0.967 -0.415
H -1.634 1.737 -0.416
H -1.601 -0.117 -2.105
C 0.827 -0.240 1.128
*
```

Computed properties:
energy: -1189.685708 hartree
SMILES string: Cl/C=C\[C@H]1O[C@H]1CCl
E_LUMO: 0.855 eV



Q: The highest energy belongs to which entry?
A: C5H6Cl2



Q: Look up the energy of the first one.
A: -3109.250314 hartree



Q: Look up the energy of the second one.
A: -2559.868263 hartree



Q: Which formula does entry 4 have?
A: C5H6Cl2N2O3